{
  "formula": "C34H38GeIrN4O",
  "method": "wB97M-V/def2-TZVPD",
  "homo_energy_ev": -10.1,
  "total_energy_ha": -3793.7221,
  "e_lumo_ev": -3.2820,
  "charge": 1,
  "species": ["Ir", "Ge", "O", "N", "N", "N", "N", "C", "C", "C", "C", "C", "C", "C", "C", "C", "C", "C", "C", "C", "C", "C", "C", "C", "C", "C", "C", "C", "C", "C", "C", "C", "C", "C", "C", "C", "C", "C", "C", "C", "C", "H", "H", "H", "H", "H", "H", "H", "H", "H", "H", "H", "H", "H", "H", "H", "H", "H", "H", "H", "H", "H", "H", "H", "H", "H", "H", "H", "H", "H", "H", "H", "H", "H", "H", "H", "H", "H", "H"],
  "positions_angstrom": [[-1.6873, -1.7206, -0.0249], [-1.5467, -5.2392, -0.1290], [7.8970, 7.0201, -0.4409], [-1.3062, 0.4746, 0.0999], [3.9940, 1.8346, -0.3119], [0.3810, -1.5491, -0.1637], [2.5494, 3.5173, -0.1487], [1.1933, -2.5974, -0.2497], [4.9280, 4.1471, -0.3138], [-4.0686, -0.3276, 2.3901], [2.7461, 1.2637, -0.2338], [-0.5126, -6.3311, -1.3745], [-3.3789, -5.9234, -0.0202], [6.2465, 3.7501, -0.4830], [9.2600, 6.6603, -0.6097], [7.2785, 4.6773, -0.5316], [5.6542, 6.4417, -0.2393], [2.3147, -0.0936, -0.2432], [-6.2912, 1.1147, -1.0223], [0.9281, -0.3066, -0.1442], [-5.5969, -0.2362, -1.1434], [1.8792, 2.3271, -0.1328], [-1.8025, 2.8159, 0.1348], [-2.1772, 1.4668, 0.1534], [-3.4436, -2.3321, 1.2338], [-2.6797, -2.0138, 3.6327], [-4.8272, -0.6335, 0.1002], [6.9806, 6.0309, -0.4086], [3.1442, -1.2197, -0.3446], [-4.8198, 0.0876, 1.2636], [-1.7433, -3.3906, -0.8066], [4.6432, 5.5122, -0.1932], [-4.6844, -0.2581, -2.3742], [-4.0966, -1.8588, 0.0774], [-0.4765, 3.1527, 0.0590], [-3.3881, -1.5127, 2.4075], [2.5787, -2.4690, -0.3371], [0.0061, 0.7994, -0.0127], [-0.7452, -5.2768, 1.6513], [3.8194, 3.1937, -0.2575], [0.4683, 2.1178, -0.0264], [-3.9154, -5.5216, 0.8386], [-1.3472, -4.7133, 2.3642], [5.4523, 7.4998, -0.1473], [-3.3805, -2.5080, 4.3089], [0.4377, -5.8602, -1.6291], [-4.0580, 0.3026, 3.2717], [-6.8006, 1.3547, -1.9550], [4.8786, 1.3650, -0.3850], [4.2170, -1.1040, -0.4279], [-0.7131, -6.3152, 1.9847], [-0.1394, 4.1802, 0.0525], [-3.8206, 0.3956, -2.2285], [-5.2266, 0.0917, -3.2528], [0.2710, -4.8855, 1.6843], [-3.2213, -3.3845, 1.3446], [8.2930, 4.3355, -0.6662], [-0.2995, -7.3066, -0.9380], [9.8178, 7.5915, -0.6048], [3.1797, -3.3631, -0.4154], [-1.8999, -2.7293, 3.3728], [-3.3362, -7.0076, 0.0882], [0.7301, -3.5694, -0.2628], [-1.9438, -3.3237, -1.8911], [-4.2570, -2.5348, -0.7523], [-6.3726, -0.9984, -1.2832], [-1.0656, -6.4861, -2.3007], [-3.9488, -5.6965, -0.9208], [-2.2145, -1.1944, 4.1796], [-5.3806, 1.0098, 1.3347], [6.5107, 2.7044, -0.5881], [9.4160, 6.1488, -1.5620], [-2.5749, 3.5699, 0.1906], [-5.5726, 1.9162, -0.8291], [-4.3030, -1.2551, -2.5947], [9.6041, 6.0280, 0.2119], [3.6179, 5.8278, -0.0631], [-7.0341, 1.1303, -0.2247], [-3.2179, 1.1900, 0.2135]],
  "forces_ev_per_a": [[-0.5, -0.5, -1.0], [0.0, -0.1, 0.1], [0.0, 0.0, 0.0], [0.1, 0.1, 0.5], [-0.1, 0.0, 0.0], [0.2, 0.1, 0.0], [0.0, -0.1, 0.0], [0.1, 0.1, 0.0], [-0.1, 0.0, 0.0], [0.0, 0.0, 0.0], [0.0, 0.0, 0.0], [0.1, 0.1, -0.1], [0.0, 0.0, 0.0], [0.1, 0.0, 0.0], [0.0, 0.0, 0.0], [-0.1, 0.0, 0.0], [0.0, -0.1, 0.0], [0.1, -0.1, 0.0], [0.0, 0.0, 0.0], [-0.2, 0.1, 0.1], [0.0, 0.0, 0.0], [0.0, 0.0, 0.0], [0.0, 0.0, 0.0], [0.1, 0.1, -0.1], [0.2, 0.1, 0.2], [0.0, 0.0, 0.0], [-0.1, -0.1, 0.0], [0.0, 0.1, 0.0], [0.0, 0.1, 0.0], [0.0, -0.1, 0.0], [0.4, 0.2, 0.4], [0.1, 0.0, 0.0], [0.0, 0.0, 0.0], [0.3, 0.1, 0.1], [0.0, -0.1, 0.0], [-0.2, 0.0, 0.0], [-0.1, 0.0, 0.0], [0.1, -0.2, -0.1], [0.0, 0.0, 0.0], [0.1, 0.1, 0.0], [-0.2, 0.1, 0.0], [0.0, 0.0, 0.0], [0.0, 0.0, 0.0], [0.0, 0.0, 0.0], [0.0, 0.0, 0.0], [0.0, 0.0, 0.0], [0.0, 0.0, 0.0], [0.0, 0.0, 0.0], [0.0, 0.0, 0.0], [0.0, 0.0, 0.0], [0.0, 0.0, 0.0], [0.0, 0.0, 0.0], [0.0, 0.0, 0.0], [0.0, 0.0, 0.0], [0.0, 0.0, -0.1], [0.0, 0.0, 0.1], [0.0, 0.0, 0.0], [0.0, 0.0, 0.0], [0.0, 0.0, 0.0], [0.0, 0.0, 0.0], [0.0, 0.0, 0.0], [0.0, 0.0, 0.0], [0.0, 0.0, 0.0], [-0.2, 0.0, 0.0], [-0.1, 0.0, 0.1], [0.0, 0.0, -0.1], [0.0, 0.0, 0.0], [0.0, 0.0, 0.0], [0.0, 0.0, 0.0], [0.0, 0.0, 0.0], [0.0, 0.0, 0.0], [0.0, 0.0, 0.0], [0.0, 0.0, 0.0], [0.0, 0.0, 0.0], [0.0, 0.0, 0.0], [0.0, 0.0, 0.0], [0.0, 0.0, 0.0], [0.0, 0.0, 0.0], [0.1, 0.0, 0.0]]
}

=====

{
  "formula": "C34H38N4O9PS",
  "method": "wB97M-V/def2-TZVPD",
  "homo_energy_ev": -4.2,
  "total_energy_ha": -2953.5551,
  "e_lumo_ev": 0.5298,
  "charge": -1,
  "species": ["S", "P", "O", "O", "O", "O", "O", "O", "O", "O", "O", "N", "N", "N", "N", "C", "C", "C", "C", "C", "C", "C", "C", "C", "C", "C", "C", "C", "C", "C", "C", "C", "C", "C", "C", "C", "C", "C", "C", "C", "C", "C", "C", "C", "C", "C", "C", "C", "C", "H", "H", "H", "H", "H", "H", "H", "H", "H", "H", "H", "H", "H", "H", "H", "H", "H", "H", "H", "H", "H", "H", "H", "H", "H", "H", "H", "H", "H", "H", "H", "H", "H", "H", "H", "H", "H", "H"],
  "positions_angstrom": [[-1.5878, -6.0101, -1.4346], [-0.3691, -4.7250, -0.1356], [1.0435, -5.4919, -0.8121], [5.9453, 7.7838, -0.1738], [5.1794, 9.7656, 0.2381], [5.2529, -5.6914, 3.1237], [4.4131, -6.9672, 1.5911], [-1.1561, 3.5049, -2.5662], [-1.4650, 7.4688, 3.0056], [-3.2959, 3.6950, -2.2839], [-1.4115, 5.9305, 4.5357], [-2.2761, 3.8292, -2.9440], [4.6865, -6.7106, 2.7528], [-1.4716, 6.2940, 3.3694], [5.0925, 8.5452, 0.2599], [-1.5633, 5.2586, 2.3351], [3.6764, -8.8720, 3.3900], [-2.4013, 4.4133, -4.2811], [-2.9466, -0.3821, -0.0809], [1.7137, 8.2289, 1.8404], [-1.6119, 3.9151, 2.7059], [1.3893, -6.7171, -0.1424], [2.8707, 8.7917, 1.3120], [-1.7220, 4.6437, 0.0133], [4.3049, -7.6894, 3.7735], [4.1781, -8.3424, 6.0832], [-1.2680, 4.5493, -5.0807], [-1.6133, 5.6286, 0.9890], [-0.3379, -3.3220, -1.4912], [-3.0119, -2.8368, -1.8641], [-5.6863, -2.6401, -2.3407], [3.7537, 6.5708, 0.9034], [-2.6445, 5.4786, -6.8277], [-1.7232, 2.9382, 1.7221], [3.8830, 7.9572, 0.8403], [2.5941, 6.0173, 1.4362], [2.3815, -7.6239, -1.0862], [-1.6603, -2.4240, -1.2298], [-4.3109, -0.8165, -0.7226], [3.5431, -9.5225, 5.7072], [1.5758, 6.8456, 1.8991], [-4.3661, -2.0746, -1.6471], [3.2962, -9.7897, 4.3639], [-1.3954, 5.0824, -6.3589], [-3.7709, 5.3497, -6.0201], [-1.7810, 3.3024, 0.3802], [-3.6535, 4.8150, -4.7416], [-1.6076, -1.1636, -0.3137], [4.5643, -7.4205, 5.1159], [0.4396, -3.8444, 0.6755], [4.5386, 5.9148, 0.5431], [5.0580, -6.5048, 5.4217], [-1.7643, 4.9211, -1.0289], [-0.5206, 5.1865, -6.9922], [2.9660, 9.8711, 1.2717], [-0.2892, 4.2442, -4.7273], [-2.7410, 5.8892, -7.8283], [-1.8737, 2.5375, -0.3838], [1.9215, -8.6730, -1.1948], [-1.0353, -5.8724, -2.7050], [2.8034, -10.7124, 4.0763], [-0.4517, -3.7317, -2.5512], [-2.9472, 0.5216, 0.6099], [-6.3189, -1.8561, -2.8751], [3.4753, -9.0904, 2.3466], [-4.5392, 4.7168, -4.1234], [1.9155, -6.4464, 0.8511], [3.2379, -10.2375, 6.4656], [0.4884, -7.4050, 0.0734], [3.4081, -7.6434, -0.5896], [-5.2794, -0.2524, -0.5322], [-5.3627, -3.4816, -3.0440], [-4.7416, 5.6628, -6.3897], [-6.3764, -3.1276, -1.5491], [0.6687, 6.4110, 2.3067], [-0.4463, -5.6664, 0.9711], [0.5924, -2.6526, -1.4016], [-1.6205, -4.1588, 0.3685], [-3.0220, -3.7781, -2.5111], [2.3597, -7.1288, -2.1144], [-1.7682, 1.8907, 2.0017], [0.9165, 8.8688, 2.2045], [-1.5713, 6.6699, 0.6879], [2.4816, 4.9393, 1.4875], [4.3694, -8.1399, 7.1319], [-0.6320, -0.8286, 0.1911], [-1.5681, 3.6167, 3.7476]],
  "forces_ev_per_a": [[-1.0, -1.1, -1.7], [0.3, 1.5, 1.1], [0.3, -1.2, 0.7], [-0.4, 0.4, 0.2], [0.0, -0.6, 0.0], [-0.2, -0.5, -0.1], [0.2, 0.1, 0.7], [-0.7, 0.2, -0.5], [0.0, -0.7, 0.3], [0.5, 0.1, -0.4], [0.0, 0.3, -0.6], [0.0, -0.5, 0.2], [0.1, 0.5, -0.6], [-0.2, 0.3, 0.3], [0.5, 0.2, -0.2], [-0.1, -0.5, -0.5], [0.0, 0.0, -0.1], [0.0, 0.4, -0.8], [-0.1, -2.8, -1.8], [0.2, -0.1, -0.1], [0.0, 0.0, 0.2], [0.7, -0.7, -0.3], [0.0, 0.1, 0.0], [0.0, 0.1, 0.6], [-0.3, -0.6, 0.6], [-0.1, -0.1, -0.3], [0.1, 0.0, 0.0], [0.0, 0.0, -0.1], [-1.6, 1.6, -1.0], [-0.5, 2.5, 1.6], [0.4, -0.3, 0.9], [0.1, -0.1, 0.0], [0.0, 0.0, 0.0], [0.0, 0.3, -0.1], [-0.7, -0.3, 0.3], [0.0, 0.3, 0.0], [-1.0, 0.8, 0.6], [-1.6, 1.5, 0.4], [3.0, -2.2, -0.9], [0.0, 0.0, 0.0], [0.1, 0.0, 0.0], [3.6, 1.0, 1.6], [0.1, 0.2, 0.1], [-0.2, 0.0, 0.1], [0.3, -0.1, 0.1], [0.0, -0.1, 0.1], [-0.1, 0.0, 0.0], [-3.9, -1.0, -1.6], [0.0, 0.1, 0.0], [0.0, 0.0, 0.3], [0.0, 0.3, 0.0], [-0.1, -0.1, -0.3], [0.1, 0.1, 0.4], [-0.1, 0.0, 0.1], [0.2, -0.2, -0.1], [-0.2, 0.0, 0.1], [0.0, 0.0, 0.1], [0.0, 0.1, 0.1], [0.9, 1.5, 0.2], [-0.2, -0.1, 1.2], [0.1, 0.1, 0.0], [0.4, 0.6, 1.4], [-0.1, -1.3, -1.1], [1.1, -0.9, 0.6], [0.1, 0.3, 0.1], [0.3, -0.1, 0.1], [-0.8, -0.6, -1.4], [0.0, 0.1, -0.1], [1.0, 1.4, -0.2], [-1.3, -0.1, -1.1], [1.6, -0.7, -0.2], [-0.6, 1.3, 0.8], [0.1, -0.1, 0.1], [1.1, 0.8, -1.2], [0.4, 0.1, -0.1], [0.1, -0.3, -0.5], [-1.3, -1.0, -0.1], [0.4, -0.1, -0.1], [0.1, 1.5, 1.1], [0.4, -0.7, 1.4], [0.0, 0.1, 0.0], [0.1, -0.1, 0.0], [0.0, -0.1, 0.2], [0.0, 0.1, 0.0], [0.0, 0.0, -0.1], [-1.7, -0.6, -0.9], [0.0, 0.2, -0.1]]
}

=====

{
  "formula": "C34H38N8O4PdS",
  "method": "wB97M-V/def2-TZVPD",
  "homo_energy_ev": [-13.4, -14.3],
  "spin_multiplicity": 5,
  "s2": 6.081,
  "total_energy_ha": -2582.7395,
  "e_lumo_ev": [-6.0453, -8.4434],
  "e_above_lowest_ev": 0.0000,
  "charge": 2,
  "species": ["Pd", "S", "O", "O", "O", "O", "N", "N", "N", "N", "N", "N", "N", "N", "C", "C", "C", "C", "C", "C", "C", "C", "C", "C", "C", "C", "C", "C", "C", "C", "C", "C", "C", "C", "C", "C", "C", "C", "C", "C", "C", "C", "C", "C", "C", "C", "C", "C", "H", "H", "H", "H", "H", "H", "H", "H", "H", "H", "H", "H", "H", "H", "H", "H", "H", "H", "H", "H", "H", "H", "H", "H", "H", "H", "H", "H", "H", "H", "H", "H", "H", "H", "H", "H", "H", "H"],
  "positions_angstrom": [[-0.2402, -0.0036, -0.4207], [-1.1793, -7.8350, -0.3879], [-0.3200, -8.5093, -1.3210], [2.7758, -5.5918, 0.5983], [3.6915, -3.6623, 0.9491], [-2.3827, -7.1932, -0.8622], [0.6866, 2.8060, -0.6310], [0.5387, -4.2914, -0.5245], [0.1454, -2.1302, -0.3753], [-0.2308, 2.0507, 0.0032], [2.8105, -4.3823, 0.5294], [-0.2021, 0.1250, -2.8011], [-0.6319, 0.2080, 1.9344], [2.0262, 0.8774, -0.4900], [-2.3112, -10.1442, 0.4264], [-0.6959, 1.5293, 2.2937], [-4.3488, -1.0803, -0.2773], [-0.6450, 4.2831, 2.9054], [-3.0376, -0.8204, 0.1123], [-2.1507, -2.6981, 4.5220], [-0.9857, -2.9367, 3.7967], [-1.5751, 0.5938, -3.0704], [1.6263, -3.7041, 0.0734], [1.8919, 2.2124, -0.7623], [-2.1497, -0.3229, -0.8172], [3.2193, 0.3482, -0.7064], [-0.7716, 1.9792, 3.6121], [-1.1306, -0.7346, 2.8125], [-0.4801, 3.8637, 1.5846], [-3.8430, -0.3354, -2.4989], [-0.7761, 3.3464, 3.9079], [-4.7493, -0.8490, -1.5826], [-2.5320, -0.0547, -2.1265], [4.1883, 2.4240, -1.4323], [-0.4922, -1.9802, 2.9341], [0.7461, 1.0399, -3.4573], [-2.8137, -1.4838, 4.3861], [-2.3097, -0.5047, 3.5528], [-0.3470, -3.3032, -0.7848], [2.9499, 3.0031, -1.2439], [1.3773, -2.3779, 0.1607], [-1.5729, -8.9204, 0.9596], [-0.0193, -1.2130, -3.3886], [-0.4927, 2.5080, 1.2770], [0.3101, -5.7059, -0.8556], [-1.6547, -3.5852, -1.4369], [-0.2093, -6.5051, 0.3379], [4.3274, 1.0716, -1.1594], [-3.7310, -1.3028, 4.9298], [-0.8687, 3.6584, 4.9392], [-5.7634, -1.0652, -1.8893], [0.6002, -6.8915, 0.9541], [-1.5930, 1.6776, -2.9307], [-0.9005, -5.9164, 0.9428], [1.7636, 0.6749, -3.3312], [-0.4308, -5.7085, -1.6514], [-0.6276, -9.1883, 1.4335], [-1.8414, 0.3903, -4.1134], [-2.1829, -8.3449, 1.6570], [-0.6493, 5.3393, 3.1354], [-0.8241, -1.8663, -3.0673], [-0.7789, 1.2665, 4.4248], [-0.4556, -3.8722, 3.9204], [-4.1545, -0.1403, -3.5180], [5.0235, 3.0100, -1.7901], [-0.0375, -1.1469, -4.4810], [-0.3746, 4.5813, 0.7826], [5.2687, 0.5589, -1.2965], [2.7582, 4.0475, -1.4468], [0.6503, 2.0400, -3.0441], [0.5276, 1.0855, -4.5289], [-2.5603, -10.7975, 1.2602], [-2.1817, -4.3812, -0.9072], [-2.2820, -2.6996, -1.4527], [1.9737, -1.6194, 0.6326], [-2.5400, -3.4550, 5.1891], [-2.8533, 0.4215, 3.4154], [-1.5092, -3.9294, -2.4632], [3.3364, -0.7130, -0.5275], [0.4277, -2.1519, 2.4001], [0.9367, -1.6278, -3.0725], [-2.7380, -1.0485, 1.1220], [-1.6880, -10.6966, -0.2738], [1.2238, -6.1366, -1.2492], [-5.0472, -1.4779, 0.4473], [-3.2346, -9.8559, -0.0731]],
  "forces_ev_per_a": [[0.4, -0.4, -0.2], [0.0, 0.0, 0.1], [0.0, 0.0, 0.0], [0.1, -0.1, -0.4], [0.2, 0.0, -0.4], [0.0, 0.0, 0.0], [0.0, -0.2, 0.0], [0.0, 0.0, 0.0], [0.0, 0.2, -0.1], [0.0, 0.1, -0.2], [-0.4, 0.0, 1.0], [0.1, 0.1, 0.1], [0.0, -0.1, 0.0], [-0.1, 0.0, -0.1], [0.0, 0.0, 0.0], [0.1, 0.0, -0.1], [0.0, 0.0, 0.0], [0.0, 0.0, 0.0], [0.0, -0.1, 0.1], [0.0, 0.0, 0.0], [0.0, 0.0, 0.0], [0.0, 0.0, 0.0], [0.1, 0.1, -0.3], [0.0, 0.1, -0.1], [-0.2, 0.2, 0.1], [0.0, 0.0, 0.1], [0.0, 0.1, 0.1], [0.0, 0.0, 0.1], [0.0, 0.0, -0.1], [0.0, 0.0, 0.0], [0.0, -0.1, 0.0], [0.0, 0.0, 0.0], [-0.1, 0.1, 0.0], [0.0, -0.1, 0.0], [0.0, 0.1, 0.0], [0.0, 0.0, 0.0], [0.0, 0.0, 0.0], [0.0, 0.0, 0.0], [0.0, -0.1, 0.0], [0.0, 0.0, 0.0], [0.0, 0.0, 0.1], [0.0, 0.0, 0.0], [0.0, 0.0, 0.1], [-0.1, 0.0, 0.2], [0.0, 0.0, 0.0], [-0.1, 0.0, 0.0], [0.0, 0.0, 0.0], [0.0, 0.1, 0.0], [0.0, 0.0, 0.0], [0.0, 0.0, 0.0], [0.0, 0.0, 0.0], [0.0, -0.1, 0.0], [0.0, 0.0, 0.0], [0.0, 0.0, 0.0], [0.0, 0.0, 0.0], [0.0, 0.0, 0.0], [0.0, 0.0, 0.0], [0.0, 0.0, 0.0], [0.0, 0.0, 0.0], [0.0, 0.0, 0.0], [0.0, 0.0, 0.0], [0.0, 0.0, 0.0], [0.0, 0.0, 0.0], [0.0, 0.0, 0.0], [0.0, 0.0, 0.0], [0.0, 0.0, 0.0], [0.0, 0.0, 0.0], [0.0, 0.0, 0.0], [0.0, 0.0, 0.0], [0.0, 0.0, 0.0], [0.0, 0.0, 0.0], [0.0, 0.0, 0.0], [0.0, 0.0, 0.0], [0.1, 0.0, 0.0], [0.0, 0.0, 0.0], [0.0, 0.0, 0.0], [0.0, 0.0, 0.0], [0.0, 0.0, 0.0], [0.0, 0.0, 0.0], [0.1, 0.0, 0.0], [0.0, 0.0, 0.0], [0.0, 0.0, 0.0], [0.0, 0.0, 0.0], [0.0, 0.0, 0.0], [0.0, 0.0, 0.0], [0.0, 0.0, 0.0]]
}